# 1
Below is a molecular structure, C39H31ClMgN3O4P, with properties calculated with ωB97M-V/def2-TZVPD.

Orbital gap: 6.39 eV
E_LUMO: 4.5 eV
HOMO: -1.866 eV
Net charge: -2
Energy above the lowest of the compared OMol25 structures with the same formula, charge and spin: 1.5012 eV

Cartesian coordinates (Å):
Mg 0.24313 -1.53200 0.81333
O 2.08690 -1.24354 0.41100
C 3.00344 -1.01552 1.27617
C 4.12669 -0.22011 0.91408
C 5.16906 0.01995 1.77612
C 5.16761 -0.52800 3.06098
C 4.10724 -1.32190 3.44839
C 3.02655 -1.58073 2.60079
C 2.00760 -2.52266 3.00139
N 0.96184 -2.69069 2.29541
N 0.08204 -3.71490 2.50134
C -0.56045 -3.93082 1.36894
O -0.29841 -3.36614 0.25509
C -1.62083 -4.97723 1.39410
C -2.01813 -5.54472 0.18561
C -3.01753 -6.50240 0.15338
C -3.64095 -6.89357 1.32949
C -3.25850 -6.31995 2.53462
C -2.25421 -5.36588 2.57137
H 4.12519 0.19370 -0.08792
H 5.99567 0.64915 1.45974
H 5.98691 -0.33547 3.74331
H 4.09463 -1.75974 4.44278
H 2.20550 -3.16531 3.86932
H -1.52368 -5.21059 -0.71637
H -3.32129 -6.94022 -0.78954
H -4.42360 -7.64298 1.30915
H -3.76168 -6.61274 3.44902
H -1.94820 -4.89970 3.49775
O -2.12065 -1.06575 0.58480
C -1.50366 -0.15042 0.02704
O -0.41256 -0.31401 -0.60617
C -2.02770 1.28428 0.01548
C -3.39716 1.51572 -0.02977
C -3.89657 2.80501 -0.06577
C -3.03104 3.88064 -0.08577
C -1.66395 3.67214 -0.05511
C -1.12531 2.38917 0.02578
P 0.70675 2.17002 0.18021
C 1.11708 3.55497 1.33703
C 2.47660 3.82688 1.50536
C 2.92730 4.64869 2.52485
C 2.02522 5.22058 3.41033
C 0.67310 4.95024 3.26475
C 0.22660 4.11696 2.25108
C 1.05920 2.99717 -1.45233
C 1.83473 4.13815 -1.66524
C 2.18882 4.53590 -2.94776
C 1.79469 3.79713 -4.05180
C 1.01073 2.66542 -3.86029
C 0.65642 2.27147 -2.58331
H -4.06878 0.66666 -0.04307
H -4.96829 2.96933 -0.08176
H -3.42244 4.89219 -0.12606
H -0.99336 4.52185 -0.10068
H 3.18664 3.34157 0.85001
H 3.99025 4.81695 2.65440
H 2.37552 5.83149 4.23500
H -0.04420 5.38023 3.95470
H -0.82341 3.87294 2.19267
H 2.15693 4.73561 -0.82193
H 2.78539 5.43266 -3.08328
H 2.09247 4.10171 -5.04888
H 0.68038 2.09000 -4.71744
H 0.06440 1.37774 -2.43250
Cl -0.15432 0.35337 2.48658
N 0.42035 -2.12736 -2.69780
C -0.81532 -1.79065 -3.20304
C -1.98396 -2.26799 -2.59167
C -3.22040 -2.01205 -3.14811
C -3.33658 -1.27922 -4.32530
C -2.18757 -0.80735 -4.94106
C -0.94253 -1.05759 -4.38937
H 1.16528 -1.48743 -2.92932
H 0.41204 -2.35132 -1.70995
H -1.89235 -2.79414 -1.64968
H -4.11448 -2.37532 -2.65568
H -4.31026 -1.06939 -4.75086
H -2.26584 -0.23213 -5.85731
H -0.04676 -0.66802 -4.86084

Here are the Löwdin charges for atoms 1 to 8, given in e:
1. Mg 0.366
2. O -0.123
3. C -0.371
4. C -0.034
5. C -0.136
6. C -0.153
7. C -0.082
8. C -0.153


# 2
Below is a molecular structure, C39H31ClMgN3O4P, with properties calculated with ωB97M-V/def2-TZVPD.

Orbital gap: 6.46 eV
E_LUMO: 4.4 eV
HOMO: -2.078 eV
Net charge: -2
Energy above the lowest of the compared OMol25 structures with the same formula, charge and spin: 0.7359 eV

Cartesian coordinates (Å):
Mg -0.73131 -0.53027 0.24518
O -2.03212 -1.05953 -1.21743
C -1.77507 -2.08868 -1.94817
C -2.03608 -2.04885 -3.34630
C -1.80967 -3.12904 -4.16859
C -1.32407 -4.33616 -3.65858
C -1.06945 -4.41215 -2.30197
C -1.25932 -3.33065 -1.44063
C -1.04784 -3.53229 -0.01128
N -0.90587 -2.54394 0.77699
N -0.93784 -2.74483 2.14606
C -1.30785 -1.60812 2.69730
O -1.62979 -0.53185 2.09296
C -1.33504 -1.58537 4.19750
C -1.27263 -2.75118 4.95497
C -1.29240 -2.68797 6.34006
C -1.36624 -1.45791 6.98206
C -1.41640 -0.29227 6.22910
C -1.40411 -0.35485 4.84269
H -2.40848 -1.11014 -3.74108
H -2.00985 -3.03450 -5.23193
H -1.14884 -5.18614 -4.30655
H -0.69962 -5.34136 -1.87639
H -1.09630 -4.54589 0.39758
H -1.19890 -3.69716 4.43551
H -1.24259 -3.60134 6.92219
H -1.37486 -1.40884 8.06537
H -1.45602 0.67164 6.72330
H -1.42418 0.53657 4.22983
O 2.69068 -0.73694 -1.85169
C 1.75615 0.04311 -1.66532
O 0.61274 -0.21483 -1.19876
C 1.92710 1.51288 -2.04923
C 3.12025 1.88134 -2.66150
C 3.36647 3.19074 -3.03697
C 2.40286 4.15750 -2.79141
C 1.21368 3.79916 -2.17444
C 0.95023 2.48213 -1.79085
P -0.70778 2.08919 -1.05159
C -1.17022 3.75419 -0.41655
C -2.25306 4.50339 -0.86805
C -2.59356 5.70291 -0.25131
C -1.85340 6.17035 0.82308
C -0.77523 5.42326 1.28553
C -0.44032 4.22352 0.68004
C -1.72931 1.98853 -2.57977
C -1.26692 2.21516 -3.87213
C -2.10895 2.05022 -4.96632
C -3.42769 1.66534 -4.78300
C -3.89720 1.42376 -3.49767
C -3.04884 1.56472 -2.41187
H 3.84740 1.09498 -2.81903
H 4.30425 3.45552 -3.51228
H 2.57005 5.19015 -3.07594
H 0.47116 4.56600 -1.99134
H -2.83404 4.16086 -1.71499
H -3.44035 6.27106 -0.62002
H -2.11761 7.10522 1.30386
H -0.19875 5.76758 2.13597
H 0.37255 3.61989 1.07283
H -0.23834 2.50987 -4.03369
H -1.72263 2.21666 -5.96528
H -4.08122 1.52985 -5.63698
H -4.91403 1.08464 -3.34097
H -3.40155 1.30492 -1.42120
Cl 1.10695 1.13315 1.67564
N 2.58032 -1.73519 1.02485
C 3.48675 -2.49439 1.68613
C 4.03800 -3.65309 1.10745
C 4.93809 -4.43602 1.80710
C 5.32381 -4.11296 3.10350
C 4.77922 -2.97036 3.68403
C 3.88469 -2.17169 2.99856
H 2.33015 -0.81765 1.38359
H 2.52778 -1.80745 0.01643
H 3.74298 -3.92173 0.09979
H 5.34318 -5.32134 1.32743
H 6.02468 -4.73441 3.64717
H 5.05766 -2.69364 4.69559
H 3.46395 -1.28697 3.46180

Here are the Löwdin charges for atoms 1 to 8, given in e:
1. Mg 0.496
2. O -0.141
3. C -0.363
4. C -0.018
5. C -0.128
6. C -0.147
7. C -0.085
8. C -0.142


# 3
Below is a molecular structure, C39H32F5LuOP2, with properties calculated with ωB97M-V/def2-TZVPD.

Orbital gap (alpha / beta): 5.32 / 5.32 eV
E_LUMO (alpha / beta): -8.6 / -8.6 eV
HOMO (alpha / beta): -13.871 / -13.871 eV
Net charge: +2

Cartesian coordinates (Å):
Lu 1.49475 0.00562 -0.58896
P -0.03002 2.45066 -0.18429
C 0.46850 -0.49804 1.59873
O -0.47446 -0.03634 2.19807
P -0.24686 -2.39936 -0.05433
C -0.13645 3.37640 1.39489
C -1.56766 3.00444 -0.98110
C 1.29156 3.31142 -1.12284
C 1.23541 -3.41958 -0.40551
C -0.91209 -3.23599 1.43335
C -1.41875 -2.90966 -1.38555
C 0.82265 4.31754 1.79965
C 0.69858 4.95386 3.03593
C -0.39728 4.68815 3.86155
C -1.37843 3.78248 3.44235
C -1.24305 3.11910 2.22568
H 1.66534 4.55615 1.15195
H 1.46691 5.66086 3.35158
H -0.48606 5.18424 4.82985
H -2.25192 3.58846 4.06572
H -2.00019 2.40175 1.90710
C 2.62892 3.10809 -0.71032
C 3.67828 3.54976 -1.52117
C 3.40424 4.20095 -2.72695
C 2.08268 4.43788 -3.11947
C 1.02666 3.99496 -2.32079
H 2.86133 2.60289 0.23909
H 4.71191 3.36867 -1.21366
H 4.22640 4.52339 -3.37235
H 1.86796 4.96455 -4.05078
H -0.00713 4.16118 -2.62794
C -2.07414 4.29756 -0.76814
C -3.22998 4.71950 -1.43286
C -3.87860 3.86134 -2.32565
C -3.37976 2.56888 -2.53917
C -2.23899 2.13236 -1.86478
H -1.57494 4.97636 -0.07382
H -3.61632 5.72485 -1.24932
H -4.77425 4.19846 -2.85294
H -3.88364 1.89872 -3.23754
H -1.85399 1.12155 -2.02440
C -2.11572 -3.96950 1.42996
C -2.57240 -4.58264 2.59953
C -1.86392 -4.44011 3.79673
C -0.67866 -3.69791 3.81302
C -0.17939 -3.15763 2.63052
H -2.68442 -4.06829 0.50603
H -3.48920 -5.17330 2.56707
H -2.22974 -4.90792 4.70932
H -0.13296 -3.54485 4.74507
H 0.79443 -2.67715 2.63949
C 2.15285 -2.94525 -1.37054
C 3.42464 -3.52102 -1.44462
C 3.73674 -4.63700 -0.66470
C 2.77483 -5.19864 0.17621
C 1.51688 -4.59895 0.29729
H 1.86618 -2.16228 -2.09703
H 4.17803 -3.08350 -2.10678
H 4.73321 -5.08110 -0.71661
H 2.99242 -6.09871 0.75320
H 0.76254 -5.03971 0.95163
C -1.22674 -4.06808 -2.15581
C -2.17635 -4.43766 -3.11396
C -3.30811 -3.64724 -3.33167
C -3.48826 -2.47670 -2.58390
C -2.55353 -2.10440 -1.61686
H -0.34087 -4.68659 -2.00284
H -2.02729 -5.35169 -3.68897
H -4.04722 -3.94164 -4.07926
H -4.36770 -1.85522 -2.75037
H -2.69743 -1.19495 -1.02889
H 1.73675 0.10152 -2.61240
H 0.91756 0.06520 -2.55977
F 3.43300 0.06051 -0.69228
C 1.91091 -0.50060 1.91246
F 2.53799 -1.73956 1.99162
C 2.40388 0.32440 3.03524
F 3.74899 0.17341 3.14025
F 2.13682 1.66611 2.93891
F 1.84414 -0.11546 4.20289

Here are the Löwdin charges for atoms 1 to 8, given in e:
1. Lu 1.428
2. P 1.018
3. C -0.348
4. O 0.162
5. P 1.121
6. C -0.387
7. C -0.394
8. C -0.404


| no. | maximum force (eV/A) | calculated total energy (eV) |
| --- | --- | --- |
| 1 | 1.278 | -80869.888 |
| 2 | 0.627 | -80870.653 |
| 3 | 6.719 | -108778.656 |